1.
ORCA calculation (wB97M-V/def2-TZVPD) on an isolated ion of composition C4H9N3 and charge +2 at a distorted geometry.

Values from the calculation:
Total charge ... +2
ΔE to the lowest compared entry with this formula, charge and spin ... 5.594 eV
Total energy ... -321.194838 Ha
Structure (SMILES) ... C1=[N+](C[N@@H+]2CN2)C1

Structure (XYZ):
```
16
C4H9N3, DFT wB97M-V/def2-TZVPD
C -1.505 -0.927 -1.247
N -0.302 -0.766 -0.925
C 0.794 -0.037 -0.233
N 0.374 1.223 0.548
C 0.778 1.420 1.952
N -0.481 0.842 1.591
C -0.665 -2.091 -1.645
H -2.481 -0.417 -1.292
H 1.328 -0.783 0.286
H 1.571 0.002 -1.043
H 0.347 1.930 -0.205
H 1.415 0.748 2.322
H 0.931 2.476 2.051
H -1.283 1.532 1.742
H -0.266 -2.101 -2.697
H -0.555 -3.049 -1.205
```

2.
ORCA calculation (wB97M-V/def2-TZVPD) on a 8-piece molecular cluster, C8H31O8 overall at a distorted geometry.

Values from the calculation:
Total charge ... -1
ΔE to the lowest compared entry with this formula, charge and spin ... 1.215 eV
Total energy ... -925.154379 Ha

Structure (XYZ):
```
47
C8H31O8, DFT wB97M-V/def2-TZVPD
C -28.052 -19.721 -0.541
O -26.953 -20.535 -0.713
H -28.306 -19.491 0.513
H -27.964 -18.723 -1.021
H -28.912 -20.219 -1.039
C -24.596 -22.692 -2.863
O -23.784 -21.814 -2.089
H -24.578 -22.359 -3.904
H -24.197 -23.713 -2.770
H -25.606 -22.707 -2.455
H -23.089 -21.593 -2.715
C -28.842 -20.325 -4.252
O -27.440 -20.286 -4.106
H -29.217 -20.532 -5.258
H -29.209 -21.100 -3.572
H -29.388 -19.396 -4.033
H -27.279 -20.226 -3.141
C -26.878 -16.533 1.786
O -25.894 -17.438 1.325
H -27.203 -15.805 1.043
H -27.702 -17.137 2.161
H -26.520 -15.992 2.669
H -24.971 -17.224 1.455
C -24.712 -24.666 0.497
O -25.105 -23.325 0.387
H -23.630 -24.687 0.654
H -25.192 -25.079 1.397
H -24.943 -25.227 -0.416
H -25.993 -23.299 -0.034
C -28.861 -23.764 -1.084
O -27.634 -23.384 -0.508
H -28.766 -24.755 -1.537
H -29.724 -23.891 -0.422
H -29.142 -23.068 -1.876
H -27.616 -22.397 -0.474
C -30.721 -16.840 0.697
O -31.419 -15.652 0.271
H -30.311 -16.596 1.681
H -31.401 -17.689 0.768
H -29.862 -17.118 0.089
H -32.331 -15.809 0.524
C -30.740 -20.785 2.100
O -30.836 -21.155 3.473
H -30.483 -21.599 1.425
H -31.646 -20.280 1.749
H -29.985 -20.001 2.036
H -30.886 -22.111 3.523
```

> Look up the total charge of the second one.

-1

> Which of these has the highest ΔE to the lowest compared entry with this formula, charge and spin?

C4H9N3